[1]
{
  "formula": "C19H27N3O5S",
  "method": "the ωB97M-V functional and the def2-TZVPD basis",
  "fmax_ev_per_a": 1.44,
  "multiplicity": 1,
  "homo_lumo_gap_ev": 9.442,
  "smiles": "CCOc1ccc(N(CC(=O)NC(C)(C)C)S(=O)(=O)c2c(C)noc2C)cc1",
  "total_charge": 0,
  "de_lowest_kj_mol": 259.4,
  "energy_ev": -45683.265,
  "e_homo_ev": -8.86,
  "species": ["C", "C", "O", "C", "C", "C", "C", "N", "C", "C", "O", "N", "C", "C", "C", "C", "S", "O", "O", "C", "C", "C", "N", "O", "C", "C", "C", "C", "H", "H", "H", "H", "H", "H", "H", "H", "H", "H", "H", "H", "H", "H", "H", "H", "H", "H", "H", "H", "H", "H", "H", "H", "H", "H", "H"],
  "positions_angstrom": [[4.95440, -1.66268, 3.97240], [3.62394, -1.47995, 4.69561], [2.52877, -1.99239, 3.95951], [2.04846, -1.31236, 2.88894], [2.44512, -0.03987, 2.48670], [1.84614, 0.56446, 1.39468], [0.85685, -0.08936, 0.67611], [0.18950, 0.51217, -0.42858], [1.04118, 1.21300, -1.37920], [0.49773, 1.20507, -2.81514], [1.02417, 1.90195, -3.65810], [-0.50570, 0.34151, -3.02334], [-1.32724, 0.29813, -4.23549], [-1.97752, 1.66664, -4.45147], [-0.44356, -0.07862, -5.42574], [-2.39931, -0.76727, -4.01252], [-1.03131, 1.55613, 0.13250], [-1.94588, 1.77480, -0.94688], [-0.44707, 2.70323, 0.76597], [-1.83237, 0.57493, 1.36177], [-2.81759, -0.43469, 1.15808], [-3.37158, -0.88991, -0.13612], [-3.18594, -0.92514, 2.30861], [-2.48667, -0.28070, 3.27810], [-1.67328, 0.62214, 2.72375], [-0.80314, 1.45062, 3.58301], [0.46325, -1.36455, 1.07129], [1.04747, -1.96599, 2.16343], [4.96770, -1.11370, 3.03409], [5.76458, -1.30583, 4.60199], [5.11301, -2.71589, 3.75557], [3.62066, -2.06427, 5.61970], [3.45937, -0.42678, 4.95421], [3.21071, 0.50233, 3.01837], [2.14601, 1.55999, 1.10781], [2.02347, 0.73288, -1.39591], [1.17816, 2.26361, -1.09440], [-0.91816, -0.04955, -2.18947], [-2.49246, 1.97380, -3.54355], [-2.68676, 1.62640, -5.27393], [-1.21252, 2.40344, -4.67871], [0.35374, 0.65011, -5.53402], [-0.00156, -1.06076, -5.27370], [-1.03425, -0.09531, -6.33754], [-2.99664, -0.88673, -4.91241], [-1.94253, -1.72577, -3.77420], [-3.05871, -0.47445, -3.19909], [-2.68371, -1.58828, -0.61181], [-3.49714, -0.02928, -0.78906], [-4.32088, -1.39200, 0.02528], [0.01926, 0.84612, 3.96431], [-1.36962, 1.82922, 4.43105], [-0.40654, 2.27250, 2.99345], [-0.30068, -1.88198, 0.51233], [0.74671, -2.95110, 2.48176]]
}

***

[2]
{
  "formula": "C31H35N2OP2PdS4",
  "method": "the ωB97M-V functional and the def2-TZVPD basis",
  "fmax_ev_per_a": 0.10,
  "multiplicity": 3,
  "homo_lumo_gap_ev": [5.476, 6.242],
  "total_charge": -1,
  "de_lowest_kj_mol": 0.0,
  "energy_ev": -103146.097,
  "e_homo_ev": [-2.93, -5.40],
  "species": ["Pd", "C", "P", "C", "N", "C", "C", "C", "C", "C", "C", "N", "C", "P", "C", "C", "C", "C", "C", "C", "C", "C", "C", "H", "H", "H", "H", "H", "H", "H", "H", "H", "H", "H", "H", "H", "H", "H", "H", "H", "H", "H", "H", "H", "H", "H", "H", "H", "H", "H", "H", "O", "C", "S", "C", "C", "S", "S", "S", "C", "C", "C", "C", "C", "C", "C", "C", "C", "C", "H", "H", "H", "H", "H", "H", "H"],
  "positions_angstrom": [[-0.68542, -0.16410, 0.96223], [2.69244, -0.22129, 1.19264], [1.34993, -0.22739, -0.03666], [1.60951, 1.34685, -0.90664], [2.84257, 1.59948, -1.37795], [2.99609, 2.83007, -1.97225], [4.23926, 3.18113, -2.51494], [4.43921, 4.41414, -3.11066], [3.39256, 5.33294, -3.17532], [2.15566, 5.00955, -2.64643], [1.92640, 3.76527, -2.04228], [0.68230, 3.48156, -1.53433], [0.55897, 2.25570, -0.99295], [-1.02307, 1.79732, -0.25731], [-1.49528, 3.26765, 0.70477], [-2.28675, 1.74310, -1.63437], [-2.22193, 2.97207, -2.54464], [-2.02006, 0.49412, -2.47104], [-3.68165, 1.64949, -1.00971], [1.85436, -1.58219, -1.22166], [1.51229, -2.94659, -0.62259], [1.07501, -1.39552, -2.52148], [3.35913, -1.53339, -1.51362], [3.59857, 0.15310, 0.71793], [2.84854, -1.22243, 1.59306], [2.40742, 0.44146, 2.00993], [5.03891, 2.45296, -2.44722], [5.40907, 4.66473, -3.52319], [3.54673, 6.30045, -3.63778], [1.32755, 5.70734, -2.68230], [-1.62376, 4.13041, 0.05301], [-0.69088, 3.47248, 1.40911], [-2.40339, 3.06325, 1.27169], [-1.26731, 3.03750, -3.06260], [-2.35666, 3.90242, -1.99379], [-3.02400, 2.89826, -3.28708], [-1.03051, 0.53875, -2.93009], [-2.76306, 0.42435, -3.27120], [-2.07811, -0.41345, -1.86506], [-3.94881, 2.56532, -0.48012], [-3.76567, 0.81711, -0.31015], [-4.41679, 1.49943, -1.80602], [0.43849, -3.09921, -0.55288], [1.93265, -3.07959, 0.37672], [1.92776, -3.72570, -1.26945], [-0.00037, -1.45608, -2.34348], [1.34555, -2.19293, -3.21974], [1.30257, -0.43560, -2.98936], [3.94492, -1.79954, -0.63218], [3.67151, -0.54905, -1.85619], [3.58010, -2.27353, -2.28939], [-3.52225, 0.30029, 7.36712], [-3.00785, 0.35657, 6.28136], [-1.40184, 1.01459, 5.97221], [-1.37505, 0.81222, 4.22199], [-2.51271, 0.19373, 3.67561], [-2.82257, -0.17100, 2.05921], [-3.78594, -0.23255, 4.80398], [-0.04824, 1.39457, 3.39562], [-2.50075, -5.44707, 0.74238], [-2.65679, -4.23597, 0.03246], [-1.97379, -3.12042, 0.42406], [-1.09079, -3.13266, 1.53667], [-0.35690, -1.96578, 1.92563], [0.47410, -2.07913, 3.01295], [0.62549, -3.29271, 3.72508], [-0.05860, -4.41042, 3.34930], [-0.93795, -4.35457, 2.24041], [-1.66246, -5.49875, 1.81766], [-3.04631, -6.32983, 0.43173], [-3.32100, -4.19336, -0.82210], [-2.08565, -2.19053, -0.12314], [1.03184, -1.21666, 3.35896], [1.29339, -3.32411, 4.57874], [0.05343, -5.34524, 3.88711], [-1.53331, -6.42340, 2.37001]]
}

***

[3]
{
  "formula": "C5H8N2",
  "method": "the ωB97M-V functional and the def2-TZVPD basis",
  "fmax_ev_per_a": 1.96,
  "multiplicity": 1,
  "homo_lumo_gap_ev": 9.801,
  "smiles": "Cc1cnn(C)c1",
  "total_charge": 0,
  "de_lowest_kj_mol": 253.2,
  "energy_ev": -8292.372,
  "e_homo_ev": -8.90,
  "species": ["C", "C", "C", "N", "N", "C", "C", "H", "H", "H", "H", "H", "H", "H", "H"],
  "positions_angstrom": [[0.01947, 1.59127, -1.56168], [-0.27948, 0.33715, -0.82922], [-0.75094, -0.94890, -1.19839], [-0.83293, -1.78069, -0.16719], [-0.54216, -0.98747, 0.95726], [0.74101, -1.01598, 1.90928], [-0.28235, 0.27088, 0.51456], [0.23659, 1.43094, -2.61754], [0.88883, 2.07498, -1.10039], [-0.83520, 2.26436, -1.46391], [-1.11563, -1.20503, -2.19451], [1.59735, -1.52953, 1.46413], [0.33824, -1.49561, 2.77644], [1.13712, -0.02342, 2.24535], [-0.23420, 1.05708, 1.23950]]
}

***

[4]
{
  "formula": "C29H28GeHfN3O4S",
  "method": "the ωB97M-V functional and the def2-TZVPD basis",
  "fmax_ev_per_a": 3.50,
  "multiplicity": 1,
  "homo_lumo_gap_ev": 5.572,
  "total_charge": 1,
  "de_lowest_kj_mol": 80.0,
  "energy_ev": -111837.446,
  "e_homo_ev": -9.76,
  "species": ["Hf", "O", "C", "C", "C", "C", "C", "C", "C", "O", "N", "O", "O", "H", "H", "H", "H", "C", "Ge", "C", "C", "C", "C", "C", "C", "C", "C", "C", "C", "C", "C", "C", "C", "C", "C", "C", "C", "H", "H", "H", "H", "H", "H", "H", "H", "H", "H", "H", "H", "H", "H", "H", "H", "C", "N", "C", "S", "N", "C", "H", "H", "H", "H", "H", "H", "H", "H"],
  "positions_angstrom": [[-0.51009, 0.63188, -0.35524], [-1.72953, -0.98217, 0.00324], [-2.74170, -0.97504, 0.73733], [-3.12497, 0.03149, 1.66759], [-4.36888, -0.18321, 2.30522], [-4.80403, 0.72303, 3.20723], [-4.04619, 1.85750, 3.54621], [-2.83092, 2.07941, 2.96176], [-2.33270, 1.18315, 1.99351], [-1.18476, 1.38297, 1.42287], [-6.12102, 0.51188, 3.86428], [-6.51406, 1.39853, 4.58850], [-6.70100, -0.52189, 3.62346], [-3.39502, -1.85066, 0.66114], [-4.97431, -1.05248, 2.07749], [-4.44910, 2.54679, 4.27674], [-2.22700, 2.93972, 3.21488], [0.35531, 0.38056, -2.24162], [0.26762, 2.25088, -2.63724], [-1.49866, 2.57626, -1.62949], [-1.77817, 3.68550, -0.81704], [-3.02738, 3.87036, -0.23816], [-4.03343, 2.93207, -0.43765], [-3.79569, 1.82250, -1.23656], [-2.54647, 1.64555, -1.83170], [1.47855, 3.32336, -1.51076], [2.34870, 4.32733, -1.93789], [3.15475, 5.02175, -1.03575], [3.11426, 4.72177, 0.31668], [2.27730, 3.71067, 0.77615], [1.49123, 3.03463, -0.13756], [0.01034, 2.95358, -4.38406], [0.20440, 4.29999, -4.70167], [-0.03243, 4.75853, -5.99213], [-0.47589, 3.87826, -6.97135], [-0.68750, 2.54068, -6.66314], [-0.44220, 2.07816, -5.37438], [0.91737, -0.23396, -2.94434], [-1.00469, 4.42858, -0.65585], [-3.21606, 4.74562, 0.37181], [-5.00653, 3.07577, 0.01718], [-4.59411, 1.11639, -1.43344], [-2.39543, 0.84555, -2.54486], [2.42068, 4.57278, -2.99096], [3.81286, 5.80437, -1.39202], [3.73864, 5.26449, 1.01502], [2.25090, 3.44988, 1.82655], [0.86723, 2.25846, 0.30197], [0.52196, 5.00767, -3.94446], [0.12362, 5.80323, -6.23218], [-0.65904, 4.23761, -7.97652], [-1.04189, 1.85867, -7.42631], [-0.59381, 1.02890, -5.14197], [0.76022, -3.42621, 0.27314], [1.76910, -2.74759, -0.53532], [2.19108, -1.49586, -0.38832], [1.55724, -0.47615, 0.87111], [3.17218, -1.08087, -1.17346], [3.77385, 0.25241, -1.15228], [0.41880, -4.29100, -0.28984], [-0.08244, -2.76757, 0.45300], [1.16748, -3.75208, 1.22839], [2.27202, -3.31950, -1.19637], [3.55457, -1.74241, -1.83113], [4.31686, 0.42293, -0.22459], [2.99956, 0.99733, -1.26865], [4.46248, 0.30696, -1.99223]]
}

***

- What is the formula in the first record?
  C19H27N3O5S